C31H24Cl3N6O3S3V | ωB97M-V/def2-TZVPD

```
! RIJCOSX wB97M-V def2-TZVPD def2/J DEFGRID3
* xyz -1 4
V 0.861 0.344 -0.322
C 1.041 -5.801 0.015
S 2.156 -4.661 0.860
C 1.606 -3.042 0.379
S 0.026 -2.960 -0.333
N 2.507 -2.186 0.695
N 2.290 -0.828 0.585
C 3.281 -0.170 1.085
C 3.214 1.277 1.182
C 4.272 2.031 1.682
C 4.119 3.400 1.778
C 2.922 3.979 1.376
C 1.925 3.160 0.876
N 2.068 1.843 0.776
H 1.465 -6.789 0.198
H 0.033 -5.758 0.417
H 1.024 -5.605 -1.054
H 4.125 -0.716 1.494
H 5.185 1.537 1.986
H 4.924 4.016 2.160
H 2.764 5.047 1.439
H 0.980 3.564 0.532
C -5.144 -4.065 3.036
C -4.048 -3.034 2.945
C -3.421 -2.552 4.091
C -2.405 -1.614 4.004
C -2.000 -1.154 2.760
C -2.613 -1.621 1.607
C -3.635 -2.553 1.708
S -0.647 0.007 2.679
O -0.897 0.967 3.733
O 0.565 -0.761 2.779
N -0.728 0.632 1.211
C -1.740 1.516 0.897
C -2.812 1.902 1.691
C -3.794 2.787 1.215
C -3.756 3.304 -0.049
C -2.692 2.934 -0.902
C -2.584 3.381 -2.238
C -1.547 2.959 -3.015
C -0.582 2.102 -2.457
N -0.637 1.687 -1.215
C -1.689 2.059 -0.430
H -5.461 -4.213 4.068
H -4.802 -5.027 2.647
H -6.015 -3.767 2.451
H -3.736 -2.914 5.063
H -1.928 -1.227 4.896
H -2.287 -1.255 0.642
H -4.114 -2.914 0.804
H -2.891 1.537 2.703
H -4.605 3.056 1.882
H -4.521 3.978 -0.412
H -3.342 4.051 -2.628
H -1.445 3.271 -4.045
H 0.259 1.755 -3.039
Cl 4.863 0.516 -7.031
C 4.066 0.605 -5.477
C 3.805 -0.555 -4.771
C 3.164 -0.482 -3.551
Cl 2.899 -1.939 -2.652
C 2.731 0.741 -2.967
O 2.112 0.851 -1.858
C 3.066 1.888 -3.741
Cl 2.646 3.443 -3.073
C 3.707 1.836 -4.963
H 4.103 -1.518 -5.162
H 3.924 2.748 -5.501
N -0.853 -1.398 -2.314
C -0.105 -1.303 -1.303
H -1.222 -2.328 -2.528
*
```

The HOMO energy (alpha / beta) comes out at -3.8 / -5.0 eV. The value obtained for the energy above the lowest of the compared OMol25 structures with the same formula, charge and spin is 8.61 kcal/mol.

***

C31H24F3I2N2O3Pr | ωB97M-V/def2-TZVPD

```
! RIJCOSX wB97M-V def2-TZVPD def2/J DEFGRID3
* xyz 0 3
Pr 0.275 0.270 -0.265
C -1.162 -3.404 0.372
C -1.189 -2.484 -0.818
C -0.171 -2.513 -1.770
C -0.248 -1.763 -2.941
C 0.853 -1.808 -3.968
C -1.392 -1.001 -3.162
C -2.414 -0.926 -2.220
C -3.665 -0.135 -2.484
C -2.276 -1.641 -1.033
H -0.141 -3.653 0.663
H -1.672 -4.337 0.124
H -1.667 -2.957 1.229
H 0.670 -3.181 -1.622
H 0.534 -2.370 -4.848
H 1.748 -2.286 -3.569
H 1.128 -0.804 -4.293
H -1.486 -0.448 -4.090
H -4.437 -0.789 -2.899
H -3.483 0.674 -3.189
H -4.053 0.303 -1.563
H -3.063 -1.591 -0.287
C -0.545 3.266 3.496
C -1.736 3.873 3.127
C -2.176 3.759 1.823
C -1.418 3.050 0.891
N -0.295 2.414 1.276
C 0.121 2.530 2.540
C -1.746 3.012 -0.561
C -2.548 4.025 -1.095
C -2.726 4.131 -2.465
C -2.070 3.235 -3.298
C -1.308 2.217 -2.738
C -1.140 2.031 -1.362
H -0.157 3.330 4.503
H -2.319 4.428 3.851
H -3.112 4.209 1.524
H 1.024 1.992 2.801
H -2.996 4.777 -0.455
H -3.333 4.928 -2.876
H -2.147 3.333 -4.376
H -0.807 1.542 -3.427
I -1.401 -0.469 4.606
C 0.295 -1.327 3.753
C 1.220 -1.989 4.582
C 2.321 -2.589 4.049
I 3.643 -3.556 5.345
C 2.552 -2.546 2.650
C 3.666 -3.128 2.000
C 3.813 -3.012 0.650
C 2.848 -2.296 -0.077
N 1.798 -1.749 0.478
C 1.621 -1.872 1.828
C 0.444 -1.249 2.382
O -0.420 -0.647 1.593
H 1.046 -2.020 5.649
H 4.401 -3.658 2.590
H 4.664 -3.441 0.139
H 2.960 -2.147 -1.147
F 2.303 0.985 1.083
C 3.468 1.235 0.349
F 4.322 0.272 0.690
F 3.932 2.388 0.786
C 3.175 1.223 -1.180
O 3.958 1.819 -1.867
O 2.116 0.540 -1.477
*
```

The HOMO energy (alpha / beta) comes out at -8.0 / -8.1 eV. The value obtained for the energy above the lowest of the compared OMol25 structures with the same formula, charge and spin is 1.66 kcal/mol.

***

C31H25B3N2O25 | ωB97M-V/def2-TZVPD

```
! RIJCOSX wB97M-V def2-TZVPD def2/J DEFGRID3
* xyz 0 1
N 9.530 -1.359 -4.431
B 8.531 -1.059 -3.461
O 8.818 -1.060 -2.105
C 7.069 -0.730 -3.993
C 6.151 -1.671 -4.297
C 6.415 -3.148 -4.135
O 6.810 -3.461 -2.786
N 5.798 -3.065 -1.901
O 6.224 -2.945 -0.825
C 4.823 -1.236 -4.817
O 4.147 -1.981 -5.509
C 4.345 0.142 -4.493
B 2.793 0.452 -4.551
O 1.889 -0.420 -3.999
O 2.329 1.607 -5.129
C 5.264 1.087 -4.173
B 4.892 2.590 -3.817
O 5.207 3.634 -4.637
O 4.255 2.842 -2.621
C 6.713 0.712 -4.151
O 7.594 1.545 -4.246
H 10.455 -1.450 -4.029
H 9.565 -0.705 -5.204
H 8.628 -1.900 -1.674
H 5.510 -3.707 -4.387
H 7.226 -3.491 -4.777
H 2.277 -1.277 -3.794
H 1.832 2.168 -4.508
H 5.428 4.408 -4.107
H 3.981 2.020 -2.205
O 0.540 2.646 -3.331
C -0.625 2.598 -2.971
C -1.135 3.420 -1.894
C -2.423 3.323 -1.538
O -2.969 4.038 -0.568
C -3.367 2.374 -2.229
O -4.517 2.346 -1.823
C -2.869 1.567 -3.315
C -1.578 1.659 -3.679
O -1.077 0.938 -4.668
H -0.447 4.098 -1.408
H -3.907 3.769 -0.523
H -3.562 0.898 -3.804
H -0.124 1.122 -4.756
O -5.277 -0.460 -2.525
C -5.907 -1.204 -1.799
C -6.040 -2.635 -1.991
C -6.774 -3.347 -1.125
O -6.949 -4.658 -1.217
C -7.474 -2.708 0.049
O -8.127 -3.440 0.772
C -7.326 -1.282 0.247
C -6.588 -0.567 -0.614
O -6.394 0.738 -0.489
H -5.536 -3.084 -2.835
H -7.522 -4.907 -0.466
H -7.817 -0.833 1.099
H -5.822 1.029 -1.236
O -3.414 -1.637 6.718
C -3.584 -1.506 5.516
C -4.239 -0.368 4.912
C -4.387 -0.333 3.579
O -4.977 0.664 2.937
C -3.891 -1.445 2.688
O -4.088 -1.321 1.494
C -3.217 -2.575 3.295
C -3.068 -2.609 4.626
O -2.463 -3.599 5.268
H -4.587 0.421 5.562
H -4.961 0.436 1.987
H -2.853 -3.360 2.647
H -2.496 -3.372 6.217
O -2.625 1.238 7.270
C -1.452 1.527 7.400
C -0.935 2.874 7.227
C 0.375 3.107 7.375
O 0.930 4.304 7.236
C 1.346 2.007 7.716
O 2.520 2.312 7.813
C 0.831 0.667 7.908
C -0.482 0.426 7.764
O -0.993 -0.784 7.931
H -1.639 3.656 6.981
H 1.885 4.178 7.395
H 1.535 -0.111 8.167
H -1.959 -0.778 7.772
*
```

The HOMO energy comes out at -9.6 eV. Its SMILES is NB(O)C1=C(CON=O)C(=O)C(B(O)O)=C(B(O)O)C1=O.O=C1C=C(O)C(=O)C=C1O.O=C1C=C(O)C(=O)C=C1O.O=C1C=C(O)C(=O)C=C1O.O=C1C=C(O)C(=O)C=C1O.

***

| no. | total energy (Ha) |
| --- | --- |
| 1 | -5269.271454 |
| 2 | -2943.107107 |
| 3 | -3261.589912 |